# 1
{"formula": "C57H67N4O6S", "method": "ωB97M-V/def2-TZVPD", "gap_ev": 7.139, "e_tot_ev": -89268.189, "total_charge": 1, "elements": ["C", "C", "C", "C", "C", "C", "H", "C", "N", "H", "C", "C", "C", "C", "N", "H", "H", "O", "C", "H", "H", "H", "H", "H", "H", "H", "H", "H", "H", "C", "H", "C", "C", "H", "C", "H", "C", "H", "H", "H", "H", "H", "H", "C", "H", "H", "C", "C", "H", "H", "H", "O", "C", "C", "C", "C", "H", "C", "C", "H", "H", "H", "H", "H", "C", "C", "H", "H", "N", "H", "H", "H", "C", "H", "C", "H", "H", "H", "H", "H", "H", "C", "O", "C", "C", "H", "C", "O", "H", "H", "H", "O", "H", "C", "H", "C", "C", "H", "C", "C", "C", "S", "C", "H", "C", "C", "H", "H", "C", "C", "H", "C", "C", "H", "H", "N", "O", "H", "H", "C", "H", "C", "C", "C", "C", "C", "C", "H", "H", "C", "H", "C", "H", "C", "H"], "xyz": [[-0.1521, 3.0150, 1.2195], [-0.8178, 7.7962, 8.4446], [-1.8911, -4.3027, 0.4276], [-0.6504, 6.7681, 9.3611], [7.2343, -4.3415, -7.7845], [-2.1281, 2.6971, -0.9133], [2.7844, -2.5679, -9.5094], [-2.9092, -5.2132, 1.2085], [-2.4569, 2.1345, 0.4192], [-1.0414, 4.1099, 7.2962], [1.1873, -2.9896, -8.1425], [-3.0210, 1.1111, 3.1078], [-5.2443, -1.2343, 2.8377], [1.5051, 2.0065, -0.6197], [-0.6068, -3.4021, -4.0373], [8.6167, -5.8452, -5.0786], [6.2881, -5.6831, -4.2829], [-2.3800, 2.6974, -3.3109], [-1.7834, 1.8171, 2.8119], [0.4280, -2.5517, -8.7808], [4.8520, -1.5247, 0.0537], [-1.3523, -3.6742, 1.1976], [2.2803, -1.5019, -2.6896], [2.7517, -0.6666, 2.5076], [-2.4068, -5.7269, 2.0801], [0.1043, -0.5071, 3.2550], [-3.7902, 0.0766, -1.9279], [-3.2446, 0.7159, 4.1254], [3.3250, -3.5761, -1.4809], [1.6595, 0.6147, -1.3880], [-2.3947, 3.7951, -0.8639], [3.4883, -3.5647, -7.7385], [-2.1326, 7.6755, 2.0667], [-1.1366, -4.9804, -0.0560], [-1.6157, 6.9477, 4.3025], [-0.7528, 8.8269, 8.7722], [2.4176, -1.5065, 1.8380], [4.0932, -1.5200, -2.6992], [-6.0527, -1.8686, 2.3678], [-2.0253, -0.3250, -0.5809], [1.6160, -2.5416, 3.5898], [-0.6209, 4.6401, 9.6672], [1.5205, -4.5258, -5.1404], [-1.5384, 2.3000, 1.4362], [-2.9822, -3.7999, 3.5147], [-2.7451, 0.2102, -3.3808], [-0.7396, 5.4417, 8.9477], [4.1695, -4.6775, -5.6040], [-3.1057, -1.5351, 3.2796], [1.2502, 0.7197, -2.4388], [-4.0228, 2.4184, -2.0905], [-1.3798, 4.6829, 4.8858], [1.2499, -2.2953, 2.5510], [3.1345, -4.1027, -6.4995], [-1.7243, -2.8225, -4.4669], [-3.9311, -3.5318, 2.9688], [0.1678, 3.3987, 2.2280], [-5.3591, 0.2013, 2.1775], [-0.9779, 5.1438, 7.6140], [-0.2059, -3.5505, -6.6046], [0.2789, 0.8475, 0.8079], [-0.5959, -1.2375, 1.7468], [-1.8802, 5.6220, 2.6278], [-6.1205, 0.8535, 2.6814], [-0.0848, -1.4759, 2.7223], [-1.2935, 8.6088, 6.1447], [-0.8556, 0.3841, -1.5813], [3.7639, 0.7907, -1.9572], [-0.6282, -3.6770, -2.7002], [7.5058, -3.9698, -8.7654], [2.0197, -1.0398, 0.8991], [-3.5111, -1.8432, 1.5304], [-3.9904, 0.9436, 2.0065], [-2.3441, 9.7978, 1.7956], [2.5126, -2.9984, -8.5529], [-1.0480, 2.6460, -1.1869], [-1.5348, 2.2592, -3.5209], [2.5597, 2.3767, -0.4410], [9.2223, -5.0028, -7.3278], [-2.3381, 7.4431, 1.0279], [4.9908, -3.3144, 0.0595], [3.1535, -2.5733, -0.9911], [-2.5643, -2.6784, -3.3568], [-1.8748, 6.6518, 2.9665], [4.8971, -3.6068, -8.2052], [-4.7396, -3.8853, 0.9272], [-3.8823, -1.9773, 2.5854], [5.2060, -3.1350, -9.2821], [-4.9179, -5.2649, 2.0577], [1.0527, -3.2668, 2.0162], [-5.7485, 0.0442, 1.1269], [-1.2331, 9.7659, 6.5070], [3.2502, -3.5516, 1.8205], [0.8592, 1.8181, 0.8181], [-5.4692, -1.1818, 3.9339], [3.6256, -2.5061, 1.6152], [5.9195, -4.2425, -7.3375], [1.6108, 1.7097, 1.6405], [-1.8470, -3.2142, -2.3325], [-1.8616, 9.2992, 3.8245], [-1.0743, 7.5019, 7.1088], [-2.6839, -3.1311, -0.7433], [-2.9487, 2.0994, -2.1222], [2.1063, -2.6253, -0.5696], [8.2005, -4.9221, -6.9756], [-4.1926, -4.4649, 1.7256], [-0.2028, 3.8131, 0.4415], [-1.0185, 1.9599, 3.6151], [-3.6606, 1.4883, 0.7033], [-1.5969, 8.2755, 4.7300], [-2.0304, -2.4878, -5.4757], [0.8302, -3.5475, -6.9175], [4.2490, -2.4714, 0.1579], [-3.2696, -6.0506, 0.5410], [-4.4399, 1.3651, -0.0909], [-1.7398, -0.1209, -1.5365], [3.8701, -5.0967, -4.5016], [1.0089, 2.7958, -1.2418], [4.4359, -2.2597, 2.3572], [6.5498, -5.3068, -5.2648], [-4.7581, -3.6423, 3.7226], [7.8595, -5.3983, -5.7124], [-2.8213, 0.5257, -2.3033], [3.1990, -1.3916, -2.0388], [5.5742, -4.7378, -6.0790], [-2.1332, 8.9994, 2.4974], [3.1280, 0.0495, -1.3907], [3.4802, 0.0722, -0.3185], [-0.7740, -2.0776, 3.3780], [-1.1399, 6.1718, 6.6891], [1.0123, -0.1855, -0.9109], [-1.3763, 5.8430, 5.2633], [-0.4551, 6.9993, 10.4017], [1.8027, -4.0981, -6.0943], [-1.8602, 10.3316, 4.1538]]}



# 2
{"formula": "C4H9N2", "method": "ωB97M-V/def2-TZVPD", "smiles": "C=NC/C=[NH+]\\C", "gap_ev": 10.500, "e_tot_ev": -7264.691, "e_above_lowest_kj_mol": 332.9, "total_charge": 1, "elements": ["H", "H", "H", "N", "C", "H", "C", "H", "H", "H", "C", "H", "N", "C", "H"], "xyz": [[2.3890, -1.2632, 0.6300], [-3.1344, -0.6855, 1.3088], [3.0581, -0.0641, -0.5027], [1.3214, 0.4979, 0.6020], [2.0684, -0.5309, -0.0842], [1.3735, -1.0917, -0.7760], [0.2113, 1.1221, 0.3998], [-0.2251, 1.9765, 1.0486], [-3.0894, -0.3227, -0.7022], [1.8585, 0.6472, 1.5174], [-2.7332, -0.3350, 0.3442], [-1.3373, 1.2830, -1.4267], [-1.5564, 0.1953, 0.3735], [-0.7417, 0.7209, -0.7031], [-0.3752, -0.1049, -1.3338]]}



# 3
{"formula": "C5H8N2", "method": "ωB97M-V/def2-TZVPD", "gap_ev": 10.510, "e_tot_ev": -8289.123, "e_above_lowest_kj_mol": 566.7, "total_charge": 0, "elements": ["N", "H", "N", "H", "H", "H", "C", "H", "C", "H", "H", "C", "H", "C", "C"], "xyz": [[-0.6296, 1.0948, 0.8548], [-1.9318, -1.2686, 0.5430], [3.4874, -0.0028, 0.1728], [0.9756, -0.7806, -0.8521], [-0.8931, 0.9755, -1.2370], [-1.2425, -0.6641, -1.1939], [-0.0907, 1.2192, -0.4184], [-0.3565, -2.0488, -0.5017], [0.8507, 0.0586, -0.1220], [0.2367, 2.2241, -0.7517], [0.0666, -0.6023, 1.9181], [2.2601, -0.0159, 0.3333], [-1.5455, 1.2327, 0.5754], [-0.1218, -0.2933, 0.7300], [-1.0655, -1.1285, -0.0507]]}



# 4
{"formula": "C21H24ClN3O4S", "method": "ωB97M-V/def2-TZVPD", "smiles": "CN(C)S(=O)(=O)c1ccc(NC(=O)[C@@H]2CCCN(C(=O)c3ccc(Cl)cc3)C2)cc1", "gap_ev": 9.379, "e_tot_ev": -58185.525, "e_above_lowest_kj_mol": 44.4, "total_charge": 0, "elements": ["H", "C", "N", "Cl", "C", "H", "H", "S", "C", "C", "H", "H", "C", "O", "H", "H", "C", "H", "N", "H", "C", "H", "H", "O", "C", "H", "C", "C", "C", "H", "O", "H", "H", "H", "H", "C", "C", "C", "C", "H", "C", "H", "H", "O", "H", "N", "C", "H", "C", "C", "C", "H", "C", "H"], "xyz": [[-1.5810, -2.8913, 0.6205], [-2.1956, -1.7387, -0.9347], [-1.2742, -2.4661, -0.2441], [1.9976, 4.8625, -0.8598], [0.8651, -2.6233, 0.8113], [-5.0953, 1.1900, -1.3764], [-4.3308, -0.8024, 1.5849], [4.5498, -1.3522, -0.1952], [-4.6789, 0.5591, -0.5911], [3.9345, 0.4106, 1.6456], [-2.6826, 1.1467, -1.0952], [-3.4064, 2.1298, 0.1918], [0.6525, 2.5400, -1.1082], [-1.9548, -1.1401, -1.9588], [-0.6680, 2.6482, 2.5114], [-5.5489, -1.3513, -1.0869], [-3.5733, -1.6983, -0.2504], [2.8229, -2.5980, 1.6976], [-2.6934, 0.2660, 0.8120], [-5.3572, 0.6126, 0.2620], [-1.4100, 0.3993, 1.2115], [-0.3882, 0.6860, -1.2761], [2.6328, -1.2384, -2.3171], [5.1248, -1.3474, -1.5073], [0.5000, 3.6500, 1.0271], [4.2335, 2.1698, -0.4158], [3.9360, 1.1527, -0.6723], [-0.6448, 1.5646, 0.6675], [0.9752, 3.5993, -0.2736], [0.1809, -1.6543, -2.3642], [-0.8795, -0.3872, 1.9816], [0.7643, 4.4766, 1.6675], [0.3723, -3.0022, 1.6935], [1.0316, 2.5122, -2.1177], [-4.2026, -0.8734, -2.1276], [-3.3720, -0.9843, 1.0939], [-0.1544, 1.5218, -0.6335], [0.1165, -2.3221, -0.3269], [2.1158, -1.6112, -1.4474], [4.3726, -0.3671, 2.2657], [2.2242, -2.3863, 0.8265], [-3.9293, -2.7205, -0.0982], [2.8389, 0.3376, 1.6775], [5.2006, -2.0940, 0.8430], [-2.7369, -1.5413, 1.7857], [4.4570, 0.2410, 0.3133], [-4.5644, -0.8837, -1.0979], [4.2349, 1.3870, 2.0266], [2.8373, -1.8644, -0.2976], [0.7529, -1.8503, -1.4728], [-0.3050, 2.6267, 1.4950], [4.3737, 0.8794, -1.6289], [-3.3111, 1.1113, -0.2006], [2.8406, 1.1090, -0.7365]]}



no.,LUMO (eV),highest occupied orbital energy (Eh)
1,-3.7,-0.3984
2,-3.7,-0.5215
3,0.7,-0.3622
4,0.4,-0.3296